No. 1
The following is a DFT calculation (the ωB97M-V functional and the def2-TZVPD basis) of a cluster of 15 separate species, C3H36NO16 in total in a non-equilibrium geometry.

## Properties
Energy above the lowest of the compared OMol25 structures with the same formula, charge and spin = 3.969 eV
Highest occupied orbital energy = -13.35 eV
LUMO energy = -2.60 eV

```
! RIJCOSX wB97M-V def2-TZVPD def2/J DEFGRID3
* xyz 1 1
O 2.184 -0.650 -1.915
C 1.116 -0.514 -2.439
C -0.135 -0.947 -1.670
C -1.377 -0.051 -1.825
O -2.384 -0.423 -0.897
N 0.240 -0.853 -0.187
H 0.972 0.144 -3.335
H -0.474 -1.958 -1.900
H -1.790 -0.111 -2.873
H -1.245 1.005 -1.568
H -3.265 -0.585 -1.265
H 0.287 0.076 0.208
H -0.534 -1.255 0.393
H 1.084 -1.381 0.042
H 1.758 2.320 0.031
H 0.711 3.018 -0.851
O 0.951 2.145 -0.505
H -2.506 1.249 0.059
H -2.673 2.448 0.892
O -3.053 2.054 0.095
H 0.541 -4.838 -0.699
H -0.822 -3.976 -0.871
O -0.299 -4.563 -0.326
H -1.042 -1.841 2.575
H -1.720 -0.450 2.424
O -1.040 -1.023 2.058
H -0.200 1.779 0.805
H 0.044 1.954 2.329
O -0.542 1.517 1.688
H -3.059 -2.288 -2.561
H -2.242 -3.200 -3.575
O -2.202 -2.468 -2.948
H -1.112 3.123 4.534
H -1.272 1.704 4.806
O -0.655 2.291 4.344
H -3.862 2.254 -1.676
H -4.165 1.877 -3.129
O -3.516 1.748 -2.427
H 1.536 -2.686 1.832
H 2.944 -2.053 1.724
O 1.989 -1.839 1.733
H 0.857 1.101 4.408
H 0.643 -0.211 3.957
O 1.406 0.300 4.277
H -2.325 3.295 -2.607
H -1.590 4.343 -1.891
O -1.799 4.091 -2.803
H 3.855 2.155 0.937
H 3.183 3.023 2.026
O 3.068 2.672 1.136
H 3.427 -0.359 2.446
H 4.241 -0.751 3.634
O 4.260 -0.797 2.666
H 2.713 -2.849 -1.794
H 2.734 -3.498 -3.127
O 2.195 -3.471 -2.327
*
```

No. 2
The following is a DFT calculation (the ωB97M-V functional and the def2-TZVPD basis) of an isolated molecule of C2H4N2P2 in a non-equilibrium geometry.

## Properties
Energy above the lowest of the compared OMol25 structures with the same formula, charge and spin = 1.245 eV
Highest occupied orbital energy (alpha / beta) = -5.03 / -9.53 eV
LUMO energy (alpha / beta) = 0.93 / -2.78 eV

```
! RIJCOSX wB97M-V def2-TZVPD def2/J DEFGRID3
* xyz 0 3
C 1.312 1.146 -0.344
C 0.725 -1.056 0.010
N 0.004 1.075 -0.317
N -0.323 -0.188 -0.073
P 2.229 -0.393 -0.106
P -2.026 -0.510 -0.339
H 1.885 2.031 -0.321
H 0.558 -2.105 0.263
H -2.249 0.757 0.236
H -2.115 -0.756 0.990
*
```

No. 3
The following is a DFT calculation (the ωB97M-V functional and the def2-TZVPD basis) of a structure of composition C40H43IN6O3S2Ti.

## Properties
Energy above the lowest of the compared OMol25 structures with the same formula, charge and spin = 0.115 eV
Highest occupied orbital energy (alpha / beta) = -0.91 / -0.87 eV
LUMO energy (alpha / beta) = 2.05 / 2.05 eV

```
! RIJCOSX wB97M-V def2-TZVPD def2/J DEFGRID3
* xyz -1 2
Ti -0.725 0.947 0.335
C -4.323 3.082 1.869
C -3.777 3.801 2.943
C -2.418 3.789 3.160
C -1.567 3.039 2.322
C -2.100 2.257 1.272
C -3.489 2.336 1.060
C -0.124 3.006 2.468
C 0.589 3.773 3.368
C 1.976 3.692 3.450
C 2.668 2.809 2.611
C 4.079 2.626 2.640
C 4.707 1.729 1.803
C 3.957 0.941 0.926
C 2.571 1.073 0.909
C 1.898 2.032 1.689
N 0.531 2.136 1.610
H -5.391 3.115 1.679
H -4.422 4.378 3.597
H -2.019 4.361 3.991
H -3.924 1.800 0.218
H 0.054 4.452 4.019
H 2.530 4.299 4.158
H 4.658 3.225 3.335
H 5.786 1.623 1.838
H 4.447 0.210 0.297
H 1.977 0.455 0.246
S -2.599 2.140 -2.532
C -3.024 0.563 -2.007
C -4.119 -0.128 -2.592
C -4.456 -1.389 -2.184
C -3.712 -1.998 -1.167
C -2.686 -1.275 -0.610
N -2.341 -0.027 -0.992
H -4.667 0.381 -3.373
H -5.294 -1.904 -2.642
H -3.940 -2.990 -0.800
H -2.095 -1.691 0.195
O 0.395 1.741 -1.192
S 0.495 1.642 -2.695
C 0.592 3.378 -3.186
C 1.983 3.835 -2.773
C 2.921 2.756 -3.307
C 2.298 1.415 -2.906
H -0.247 3.857 -2.685
H 0.440 3.413 -4.268
H 2.036 3.881 -1.683
H 2.219 4.823 -3.169
H 3.935 2.846 -2.917
H 2.974 2.833 -4.398
H 2.623 1.097 -1.915
H 2.474 0.610 -3.620
I -6.863 -2.268 1.262
C -5.110 -2.047 2.380
C -4.707 -3.035 3.259
C -3.519 -2.845 3.947
C -2.796 -1.682 3.717
N -3.195 -0.734 2.878
C -4.332 -0.906 2.219
H -5.299 -3.929 3.401
H -3.156 -3.592 4.642
H -1.845 -1.510 4.211
H -4.620 -0.113 1.537
C -0.831 -1.783 -3.685
N 0.464 -2.361 -3.368
C 1.071 -3.171 -4.401
C 2.128 -4.079 -3.812
C 3.086 -3.234 -3.003
N 2.369 -2.466 -2.007
C 3.165 -1.989 -0.895
C 1.115 -1.946 -2.230
O 0.561 -1.164 -1.460
H -1.544 -2.580 -3.909
H -0.765 -1.115 -4.550
H -1.191 -1.210 -2.839
H 1.510 -2.538 -5.186
H 0.281 -3.758 -4.876
H 2.660 -4.607 -4.605
H 1.657 -4.820 -3.162
H 3.659 -2.572 -3.669
H 3.812 -3.860 -2.481
H 3.577 -2.833 -0.339
H 2.549 -1.407 -0.225
H 3.994 -1.369 -1.250
O -0.560 -0.663 1.370
N 0.452 -1.275 1.978
C 0.629 -2.609 1.703
C 1.700 -3.279 2.204
C 2.651 -2.613 3.019
C 2.374 -1.309 3.377
C 1.280 -0.637 2.870
H -0.105 -3.027 1.032
H 1.816 -4.322 1.941
H 3.523 -3.125 3.398
H 3.015 -0.766 4.059
H 0.982 0.352 3.151
*
```

No. 4
The following is a DFT calculation (the ωB97M-V functional and the def2-TZVPD basis) of a cluster of 15 separate species, H30O15 in total in a non-equilibrium geometry.

## Properties
Energy above the lowest of the compared OMol25 structures with the same formula, charge and spin = 1.942 eV
Highest occupied orbital energy = -9.23 eV
LUMO energy = -0.51 eV

```
! RIJCOSX wB97M-V def2-TZVPD def2/J DEFGRID3
* xyz 0 1
O -5.548 1.814 -7.472
H -4.837 1.309 -7.066
H -5.447 1.740 -8.412
O -5.704 4.592 -7.258
H -5.970 4.988 -8.104
H -5.413 3.670 -7.337
O -5.117 3.498 -4.571
H -5.609 4.218 -4.261
H -4.663 3.694 -5.356
O -4.002 1.140 -3.751
H -4.497 1.934 -3.759
H -3.081 1.421 -3.696
O -2.793 4.372 -6.282
H -2.609 5.261 -6.507
H -1.931 3.941 -6.075
O -2.850 4.865 -3.272
H -1.949 5.071 -3.325
H -3.232 4.864 -4.147
O -7.996 4.683 -6.066
H -7.011 4.705 -6.313
H -8.418 5.119 -6.807
O -7.547 1.950 -4.831
H -6.632 2.254 -5.089
H -8.223 2.453 -5.302
O -4.304 6.965 -6.898
H -4.825 6.188 -6.701
H -4.602 7.399 -7.686
O -6.164 5.566 -3.346
H -6.927 5.408 -2.762
H -6.331 6.267 -3.959
O -3.112 0.865 -6.597
H -2.770 1.492 -5.948
H -2.480 0.768 -7.270
O -4.790 3.026 -1.704
H -4.188 3.476 -2.347
H -5.731 3.072 -1.934
O -2.930 3.321 -8.784
H -3.197 3.426 -7.877
H -2.018 3.694 -8.918
O -7.552 3.252 -2.291
H -7.509 2.950 -3.172
H -8.055 2.652 -1.732
O -4.640 6.134 -1.184
H -5.209 6.485 -0.461
H -5.342 5.804 -1.791
*
```

No. 5
The following is a DFT calculation (the ωB97M-V functional and the def2-TZVPD basis) of a cluster of 10 separate species, C31H89N13O10 in total in a non-equilibrium geometry.

## Properties
Energy above the lowest of the compared OMol25 structures with the same formula, charge and spin = 0.277 eV
SMILES string = COC[C@H](C)N.COC[C@H](C)N.COC[C@H](C)N.COC[C@H](C)N.COC[C@H](C)N.COC[C@H](C)N.COC[C@H](C)N.NC(N)=O.NC(N)=O.NC(N)=O
Highest occupied orbital energy = -8.83 eV
LUMO energy = -0.03 eV

```
! RIJCOSX wB97M-V def2-TZVPD def2/J DEFGRID3
* xyz 0 1
C 4.145 1.820 -3.722
O 2.941 2.447 -3.369
C 2.762 2.471 -1.973
C 1.550 3.297 -1.589
C 1.779 4.768 -1.872
N 1.283 3.142 -0.148
H 4.147 1.583 -4.784
H 4.293 0.870 -3.183
H 5.008 2.446 -3.458
H 2.645 1.440 -1.604
H 3.670 2.867 -1.488
H 0.630 2.960 -2.071
H 2.121 4.885 -2.905
H 2.565 5.218 -1.263
H 0.848 5.335 -1.818
H 1.291 2.156 0.085
H 2.005 3.593 0.404
C -5.788 5.221 0.132
O -5.318 4.458 -0.962
C -4.147 3.758 -0.683
C -2.854 4.570 -0.875
C -2.753 4.844 -2.353
N -1.730 3.732 -0.397
H -5.023 5.929 0.476
H -6.001 4.553 0.975
H -6.665 5.770 -0.192
H -4.171 3.253 0.300
H -4.082 2.930 -1.400
H -2.995 5.464 -0.252
H -2.680 3.911 -2.913
H -1.846 5.401 -2.618
H -3.575 5.389 -2.821
H -0.916 4.309 -0.205
H -2.045 3.446 0.533
C 8.498 -3.163 0.502
O 7.308 -2.472 0.256
C 6.635 -2.936 -0.901
C 5.314 -2.222 -1.057
C 4.472 -2.293 0.216
N 4.620 -2.835 -2.223
H 8.871 -2.858 1.477
H 9.256 -2.911 -0.254
H 8.389 -4.255 0.495
H 7.267 -2.770 -1.781
H 6.442 -4.014 -0.786
H 5.492 -1.159 -1.237
H 3.870 -3.205 0.326
H 3.802 -1.443 0.369
H 5.116 -2.307 1.106
H 3.734 -2.320 -2.275
H 4.274 -3.722 -1.848
C 5.554 0.819 6.575
O 4.811 0.613 5.392
C 3.795 -0.352 5.528
C 3.390 -0.821 4.143
C 3.147 0.324 3.173
N 2.229 -1.699 4.229
H 6.189 1.680 6.355
H 6.213 -0.017 6.826
H 4.921 1.100 7.423
H 4.132 -1.210 6.127
H 2.943 0.105 6.061
H 4.314 -1.296 3.777
H 2.366 1.003 3.537
H 2.750 -0.046 2.224
H 4.055 0.885 2.972
H 2.266 -2.488 3.590
H 2.201 -2.161 5.137
C -0.196 -4.541 0.125
O -1.016 -5.347 0.928
C -1.651 -4.596 1.971
C -2.069 -5.570 3.029
C -3.205 -6.471 2.550
N -2.624 -4.821 4.194
H -0.716 -3.752 -0.422
H 0.296 -5.178 -0.613
H 0.624 -4.138 0.734
H -0.958 -3.828 2.340
H -2.508 -4.106 1.496
H -1.273 -6.246 3.351
H -3.447 -7.219 3.308
H -2.919 -7.027 1.649
H -4.127 -5.958 2.275
H -2.575 -5.416 5.015
H -2.029 -4.029 4.436
C -0.308 4.188 -5.333
O -1.145 3.289 -4.659
C -1.066 1.970 -5.175
C -2.077 1.114 -4.466
C -1.794 0.944 -2.984
N -2.346 -0.187 -5.114
H -0.297 5.132 -4.788
H -0.686 4.327 -6.353
H 0.735 3.858 -5.355
H -1.269 2.031 -6.261
H -0.034 1.582 -5.149
H -3.047 1.629 -4.474
H -0.882 0.353 -2.800
H -2.577 0.409 -2.446
H -1.587 1.909 -2.516
H -1.490 -0.730 -5.191
H -2.680 0.018 -6.049
C -3.889 -0.621 0.670
O -5.280 -0.740 0.733
C -5.875 -0.832 -0.553
C -6.113 0.525 -1.262
C -6.492 1.593 -0.251
N -7.208 0.404 -2.249
H -3.415 -0.305 1.599
H -3.534 0.125 -0.063
H -3.405 -1.557 0.346
H -5.292 -1.483 -1.216
H -6.852 -1.269 -0.319
H -5.158 0.780 -1.723
H -6.778 2.516 -0.754
H -5.578 1.861 0.306
H -7.168 1.357 0.572
H -6.903 -0.235 -2.981
H -7.968 -0.062 -1.761
N -0.682 -1.548 5.150
C -1.370 -0.463 4.618
N -2.104 0.251 5.515
O -1.360 -0.200 3.424
H -0.463 -1.406 6.122
H 0.035 -1.892 4.527
H -2.143 0.050 6.496
H -2.675 1.006 5.184
N 0.600 -1.530 1.365
C 0.574 -0.462 0.504
N -0.214 0.575 0.852
O 1.324 -0.409 -0.493
H 0.527 -1.295 2.346
H 1.336 -2.178 1.135
H -0.408 1.312 0.192
H -0.746 0.479 1.706
N 0.098 -2.508 -2.529
C 0.998 -2.211 -3.523
N 2.008 -1.359 -3.123
O 0.923 -2.680 -4.654
H 0.118 -2.021 -1.652
H -0.619 -3.158 -2.791
H 1.876 -0.854 -2.254
H 2.488 -0.939 -3.902
*
```

No. 6
The following is a DFT calculation (the ωB97M-V functional and the def2-TZVPD basis) of a cluster of 3 separate species, C34H74BO5 in total.

## Properties
Highest occupied orbital energy = -4.15 eV
LUMO energy = 2.08 eV

```
! RIJCOSX wB97M-V def2-TZVPD def2/J DEFGRID3
* xyz -1 1
C 1.824 -3.893 3.581
C 0.603 -3.419 2.771
C -0.269 -2.402 3.528
C -1.730 -2.356 3.075
C -1.961 -2.186 1.557
C -2.524 -0.813 1.136
C -3.464 -0.877 -0.087
C -2.819 -0.607 -1.451
C -2.055 -1.799 -2.023
C -1.591 -1.576 -3.471
C -0.268 -0.788 -3.583
C 0.954 -1.627 -4.007
C 2.156 -1.380 -3.097
C 2.842 -0.027 -3.367
C 3.402 0.611 -2.107
C 3.812 2.079 -2.230
C 2.706 3.091 -2.618
C 2.149 3.938 -1.457
C 0.655 3.786 -1.095
C -0.025 2.520 -1.651
C -0.622 2.686 -3.055
O -0.029 4.887 -1.669
B -0.429 5.803 -0.578
O -0.711 4.835 0.526
C 0.331 3.884 0.454
C 1.454 4.294 1.413
C 2.399 3.167 1.866
C 1.681 1.836 2.120
C 1.747 0.988 0.854
O 0.692 0.035 0.763
H 2.729 -3.788 2.986
H 1.947 -3.262 4.462
H 1.732 -4.926 3.908
H -0.005 -4.261 2.433
H 0.967 -2.928 1.868
H 0.178 -1.414 3.418
H -0.236 -2.654 4.592
H -2.205 -1.510 3.577
H -2.238 -3.249 3.446
H -2.653 -2.961 1.223
H -1.034 -2.363 1.012
H -3.072 -0.379 1.973
H -1.711 -0.121 0.913
H -4.249 -0.130 0.050
H -3.959 -1.850 -0.113
H -2.166 0.268 -1.394
H -3.621 -0.351 -2.151
H -1.181 -1.975 -1.387
H -2.689 -2.686 -1.956
H -2.368 -0.992 -3.968
H -1.495 -2.537 -3.975
H -0.406 0.029 -4.288
H -0.054 -0.338 -2.611
H 1.220 -1.416 -5.043
H 0.685 -2.684 -3.937
H 1.789 -1.408 -2.067
H 2.863 -2.207 -3.184
H 2.105 0.625 -3.841
H 3.641 -0.196 -4.093
H 4.299 0.044 -1.831
H 2.699 0.458 -1.287
H 4.209 2.389 -1.260
H 4.644 2.143 -2.935
H 1.920 2.587 -3.173
H 3.166 3.782 -3.328
H 2.249 4.993 -1.704
H 2.778 3.782 -0.584
H 0.678 1.674 -1.694
H -0.843 2.230 -0.989
H -0.838 1.706 -3.489
H 0.044 3.226 -3.723
H -1.551 3.248 -3.006
H -1.418 6.496 -0.792
H 0.520 6.567 -0.272
H -0.132 2.964 0.817
H 0.948 4.687 2.298
H 2.032 5.122 1.006
H 3.152 2.996 1.090
H 2.963 3.450 2.756
H 0.637 1.972 2.396
H 2.148 1.304 2.954
H 2.721 0.493 0.792
H 1.678 1.674 0.008
H 0.270 0.160 -0.086
C 1.133 -9.197 3.144
C 2.257 -8.410 2.490
O 3.062 -7.689 3.402
C 3.745 -8.455 4.375
C 4.719 -9.468 3.796
H 0.517 -8.540 3.760
H 0.503 -9.650 2.379
H 1.510 -9.999 3.781
H 1.835 -7.653 1.830
H 2.874 -9.068 1.867
H 3.033 -8.949 5.047
H 4.290 -7.726 4.975
H 4.209 -10.247 3.227
H 5.272 -9.954 4.600
H 5.429 -8.975 3.131
C -3.933 4.874 -0.388
C -5.158 4.803 -1.279
O -6.329 5.394 -0.721
C -6.213 6.762 -0.391
C -5.883 7.662 -1.570
H -4.138 4.429 0.587
H -3.096 4.345 -0.842
H -3.597 5.896 -0.227
H -5.431 3.763 -1.461
H -4.941 5.248 -2.257
H -5.477 6.905 0.409
H -7.186 7.039 0.020
H -4.893 7.453 -1.975
H -5.897 8.707 -1.256
H -6.614 7.527 -2.370
*
```

no.,E_tot (hartree)
1,-1394.26072
2,-870.60218
3,-4047.86178
4,-1146.56870
5,-2698.74485
6,-1740.94514